The following is a quantum chemistry calculation of a structure of composition C20H57F2N6O10PbS2 in a non-equilibrium geometry, from OMol25.

Calculated values
Relative energy (zero: lowest compared OMol25 entry of this formula, charge and spin) = 0.0000 eV
HOMO energy = -0.3891 Eh
Net charge = +1
Frontier orbital gap = 5.60 eV

```
98
C20H57F2N6O10PbS2 ωB97M-V with the def2-TZVPD basis set
Pb 2.235 -3.640 -3.212
N 1.796 -1.782 -1.608
S 0.816 -1.562 -0.468
O -0.391 -0.808 -0.652
O 1.302 -1.620 0.881
F 0.209 -3.082 -0.650
S 2.439 -0.227 -1.349
O 3.103 0.161 -0.159
O 1.606 0.813 -1.940
F 3.590 -0.360 -2.425
O 2.456 -4.713 -0.826
H 2.978 -5.480 -0.554
H 2.347 -4.189 -0.017
C 2.580 3.596 6.484
C 1.676 2.820 5.485
C 2.412 2.197 4.300
O 2.877 3.276 3.486
C 3.663 2.699 2.436
N 1.016 1.754 6.249
H 3.422 2.983 6.808
H 1.964 3.906 7.325
H 2.961 4.476 5.961
H 0.963 3.563 5.122
H 1.720 1.644 3.655
H 3.225 1.507 4.553
H 3.798 3.459 1.669
H 3.106 1.861 2.009
H 4.621 2.336 2.813
H 0.518 2.053 7.083
H 1.821 1.348 6.730
C -1.649 1.896 -2.711
C -3.001 1.154 -2.696
C -3.911 1.444 -3.875
O -5.219 1.099 -3.484
C -6.277 1.574 -4.293
N -2.690 -0.274 -2.548
H -1.682 2.982 -2.635
H -1.066 1.564 -3.572
H -1.154 1.583 -1.790
H -3.468 1.535 -1.781
H -3.586 0.825 -4.722
H -3.883 2.492 -4.191
H -7.165 1.170 -3.817
H -6.153 1.291 -5.343
H -6.347 2.666 -4.333
H -2.120 -0.381 -1.716
H -3.593 -0.651 -2.263
C -2.307 2.599 1.096
C -1.210 3.298 1.895
C -0.168 4.018 1.094
O 0.593 3.212 0.228
C 1.498 3.897 -0.600
N -1.893 4.137 2.891
H -3.008 3.272 0.600
H -2.853 2.002 1.826
H -1.816 1.939 0.378
H -0.622 2.485 2.342
H 0.444 4.670 1.729
H -0.722 4.701 0.426
H 2.078 3.143 -1.127
H 2.237 4.467 -0.023
H 1.018 4.614 -1.272
H -1.156 4.575 3.436
H -2.421 4.871 2.433
C 0.465 -6.118 3.331
C -0.902 -5.489 3.034
C -0.893 -3.946 3.020
O -0.261 -3.337 4.145
C -0.102 -1.938 3.922
N -1.324 -6.034 1.753
H 1.257 -5.644 2.743
H 0.450 -7.152 2.985
H 0.763 -6.115 4.379
H -1.609 -5.798 3.804
H -1.952 -3.676 2.941
H -0.393 -3.570 2.121
H -0.196 -1.340 4.827
H -0.908 -1.646 3.243
H 0.864 -1.769 3.442
H -0.952 -5.529 0.953
H -2.318 -5.973 1.557
C -1.323 -1.654 -5.215
C 0.118 -2.159 -4.954
C 1.210 -1.104 -4.991
O 2.379 -1.903 -4.935
C 3.557 -1.110 -5.225
N 0.033 -2.894 -3.685
H -2.050 -2.464 -5.190
H -1.298 -1.128 -6.171
H -1.655 -1.028 -4.383
H 0.359 -2.805 -5.804
H 1.150 -0.427 -4.133
H 1.111 -0.491 -5.887
H 3.821 -1.160 -6.279
H 4.383 -1.490 -4.619
H 3.586 -0.067 -4.908
H -0.283 -2.256 -2.952
H -0.644 -3.646 -3.644
```

Mulliken population analysis, charges in e, atoms 1 to 4: number 1, Pb, carries 1.349; number 2, N, carries 0.220; number 3, S, carries 0.601; number 4, O, carries -0.512

---

The following is a quantum chemistry calculation of a cluster of 8 separate species, C20H57N4O14 in total in a non-equilibrium geometry, from OMol25.

Calculated values
Relative energy (zero: lowest compared OMol25 entry of this formula, charge and spin) = 0.0000 eV
HOMO energy = -0.2595 Eh
Net charge = -1
Frontier orbital gap = 9.38 eV

```
95
C20H57N4O14 ωB97M-V with the def2-TZVPD basis set
N 24.923 5.251 -17.144
O 24.713 4.590 -16.116
O 24.626 6.466 -17.165
O 25.447 4.716 -18.133
C 26.627 7.913 -21.262
C 25.770 7.506 -20.088
O 25.140 6.294 -20.449
O 27.157 9.216 -21.017
H 26.042 7.890 -22.189
H 27.426 7.167 -21.371
H 25.012 8.265 -19.865
H 26.408 7.387 -19.206
H 25.112 5.706 -19.679
H 27.801 9.414 -21.701
C 24.767 1.266 -15.370
C 24.300 1.580 -13.963
O 24.732 2.867 -13.506
O 24.014 1.916 -16.366
H 24.716 0.184 -15.525
H 25.826 1.555 -15.441
H 24.731 0.850 -13.276
H 23.207 1.534 -13.907
H 24.521 3.529 -14.175
H 24.165 2.870 -16.255
C 23.976 8.261 -14.232
C 24.961 7.402 -13.477
O 26.086 8.158 -13.040
O 24.535 8.710 -15.452
H 23.674 9.133 -13.653
H 23.080 7.651 -14.430
H 25.242 6.581 -14.146
H 24.531 6.991 -12.561
H 26.709 8.210 -13.770
H 24.570 7.935 -16.033
C 21.509 7.115 -17.662
C 20.222 7.851 -17.894
O 20.273 9.202 -17.410
O 22.438 7.516 -18.637
H 21.339 6.027 -17.628
H 21.886 7.354 -16.653
H 19.430 7.358 -17.330
H 19.990 7.865 -18.962
H 21.182 9.505 -17.514
H 23.280 7.087 -18.426
C 31.387 3.326 -16.304
C 31.094 4.773 -16.608
C 29.653 5.166 -16.397
O 29.213 4.873 -15.110
C 27.803 4.886 -15.013
N 31.990 5.631 -15.812
H 31.170 3.082 -15.264
H 32.454 3.125 -16.453
H 30.832 2.655 -16.957
H 31.266 4.948 -17.686
H 29.020 4.697 -17.168
H 29.553 6.246 -16.631
H 27.363 4.190 -15.737
H 27.365 5.875 -15.208
H 27.554 4.596 -13.995
H 32.949 5.440 -16.083
H 31.832 6.605 -16.052
C 28.931 2.197 -19.902
C 28.555 3.591 -20.382
C 29.095 3.838 -21.768
O 28.935 5.206 -22.080
C 29.379 5.524 -23.371
N 27.079 3.689 -20.418
H 28.672 2.082 -18.849
H 29.986 1.969 -20.063
H 28.339 1.459 -20.451
H 28.981 4.326 -19.684
H 28.524 3.224 -22.480
H 30.156 3.546 -21.819
H 28.830 4.957 -24.137
H 30.458 5.361 -23.477
H 29.148 6.575 -23.551
H 26.716 3.606 -19.474
H 26.856 4.622 -20.756
C 20.279 0.486 -21.811
C 21.590 -0.122 -21.339
C 22.746 0.865 -21.391
O 22.462 1.941 -20.552
C 23.571 2.799 -20.350
N 21.390 -0.705 -20.016
H 19.441 -0.162 -21.552
H 20.247 0.741 -22.868
H 20.094 1.403 -21.235
H 21.839 -0.947 -22.021
H 22.949 1.182 -22.423
H 23.627 0.314 -21.016
H 24.213 2.456 -19.528
H 23.202 3.781 -20.059
H 24.206 2.869 -21.238
H 21.224 0.050 -19.357
H 22.245 -1.163 -19.716
```

Mulliken population analysis, charges in e, atoms 1 to 4: number 1, N, carries 0.506; number 2, O, carries -0.548; number 3, O, carries -0.537; number 4, O, carries -0.198

---

The following is a quantum chemistry calculation of a cluster of 8 separate species, C20H57NO16 in total in a non-equilibrium geometry, from OMol25.

Calculated values
Relative energy (zero: lowest compared OMol25 entry of this formula, charge and spin) = 2.2265 eV
HOMO energy = -0.3345 Eh
SMILES = COCCNCCOC.OCCO.OCCO.OCCO.OCCO.OCCO.OCCO.OCCO
Net charge = 0
Frontier orbital gap = 9.21 eV

```
94
C20H57NO16 ωB97M-V with the def2-TZVPD basis set
C -12.731 -28.979 -8.299
C -11.599 -28.608 -9.215
O -11.338 -29.649 -10.181
O -13.073 -28.025 -7.390
H -12.490 -29.875 -7.671
H -13.699 -29.211 -8.820
H -10.680 -28.462 -8.722
H -11.745 -27.708 -9.830
H -10.465 -29.415 -10.513
H -13.367 -27.323 -7.978
C -14.422 -23.958 -7.090
C -15.037 -23.637 -8.424
O -15.913 -22.610 -8.195
O -13.497 -24.919 -7.266
H -15.100 -24.199 -6.259
H -14.057 -23.026 -6.637
H -15.560 -24.429 -8.859
H -14.356 -23.217 -9.127
H -16.725 -22.803 -8.685
H -13.312 -25.362 -6.444
C -19.323 -26.562 -1.884
C -18.300 -25.863 -1.066
O -17.928 -26.506 0.147
O -19.471 -25.930 -3.124
H -20.330 -26.559 -1.386
H -19.024 -27.670 -2.010
H -18.627 -24.838 -0.908
H -17.442 -25.766 -1.687
H -17.283 -27.141 -0.209
H -19.902 -25.064 -2.955
C -14.835 -28.608 -4.829
C -14.880 -28.347 -3.319
O -16.101 -27.653 -3.050
O -13.651 -29.360 -5.118
H -14.755 -27.610 -5.304
H -15.668 -29.159 -5.200
H -14.018 -27.783 -3.061
H -14.795 -29.281 -2.698
H -16.409 -27.279 -3.882
H -13.331 -28.982 -5.910
C -10.475 -27.205 -0.195
C -9.115 -26.571 -0.458
O -8.205 -27.010 0.502
O -11.434 -26.638 -1.096
H -10.734 -26.963 0.822
H -10.544 -28.261 -0.421
H -9.335 -25.491 -0.339
H -8.683 -26.662 -1.405
H -7.361 -26.931 0.120
H -11.332 -27.159 -1.894
C -16.636 -26.342 -6.813
C -17.352 -27.317 -7.724
O -17.224 -26.898 -9.074
O -17.177 -26.470 -5.455
H -16.943 -25.336 -7.074
H -15.559 -26.560 -6.847
H -18.408 -27.270 -7.555
H -17.157 -28.358 -7.573
H -16.316 -26.978 -9.296
H -18.104 -26.220 -5.439
C -14.665 -26.583 0.207
C -14.681 -28.086 -0.071
O -16.011 -28.432 -0.483
O -13.422 -26.312 0.805
H -15.491 -26.227 0.732
H -14.760 -26.007 -0.698
H -14.368 -28.607 0.848
H -13.933 -28.331 -0.843
H -16.095 -28.211 -1.432
H -12.780 -26.274 0.080
C -14.061 -25.054 -3.908
O -13.272 -25.773 -4.792
C -11.913 -25.676 -4.448
C -11.168 -27.001 -4.583
N -11.636 -27.938 -3.605
C -10.577 -28.945 -3.266
C -11.204 -30.113 -2.565
O -12.020 -29.654 -1.428
C -12.632 -30.698 -0.790
H -13.939 -23.940 -3.931
H -13.908 -25.298 -2.830
H -15.078 -25.320 -4.065
H -11.739 -25.148 -3.526
H -11.608 -25.010 -5.259
H -10.150 -26.662 -4.288
H -11.194 -27.333 -5.612
H -12.501 -28.400 -3.902
H -9.701 -28.648 -2.641
H -10.066 -29.279 -4.193
H -10.394 -30.744 -2.175
H -11.824 -30.663 -3.321
H -13.104 -30.378 0.088
H -11.908 -31.502 -0.527
H -13.374 -30.894 -1.502
```

Mulliken population analysis, charges in e, atoms 1 to 4: number 1, C, carries -0.495; number 2, C, carries -0.543; number 3, O, carries -0.536; number 4, O, carries -0.337

---

The following is a quantum chemistry calculation of a structure of composition C20H58B2Mn2O10 in a non-equilibrium geometry, from OMol25.

Calculated values
HOMO energy (alpha / beta) = -0.1742 / -0.1742 Eh
Net charge = 0
Frontier orbital gap (alpha / beta) = 4.37 / 4.35 eV
Multiplicity = 11

```
92
C20H58B2Mn2O10 ωB97M-V with the def2-TZVPD basis set
Mn -0.659 0.846 0.339
Mn -0.502 -2.621 1.213
C 0.412 0.319 4.194
C -0.757 0.079 3.226
O -0.566 -0.505 1.991
H 0.802 -0.546 4.729
H 0.122 0.994 4.999
H 1.259 0.826 3.731
H -1.232 1.038 3.015
H -1.493 -0.435 3.844
C 0.678 7.007 -1.008
C 1.038 5.874 -1.939
O 2.382 5.438 -2.037
H 1.012 6.725 -0.010
H -0.379 7.238 -0.879
H 1.180 7.964 -1.153
H 0.740 6.316 -2.890
H 0.493 4.966 -1.682
B -1.145 -1.109 -0.924
H -0.175 -0.837 -0.538
H -1.206 -1.241 -1.993
H -1.410 -2.026 -0.421
H -1.846 -0.350 -0.612
B 1.725 -2.649 0.622
H 1.917 -1.711 1.119
H 2.637 -2.986 0.154
H 1.417 -3.334 1.397
H 0.897 -2.587 -0.067
C 4.529 -1.998 -2.039
O 3.706 -2.622 -3.043
C 2.595 -1.792 -3.320
C 1.948 -2.279 -4.599
O 1.698 -3.722 -4.468
C 0.671 -4.255 -5.358
H 5.504 -2.475 -1.937
H 4.206 -2.143 -1.008
H 4.659 -0.936 -2.249
H 2.773 -0.727 -3.466
H 1.872 -1.916 -2.514
H 2.671 -2.167 -5.407
H 1.060 -1.676 -4.786
H 0.695 -5.344 -5.352
H 0.830 -3.922 -6.384
H -0.311 -3.969 -4.983
C 0.780 -3.230 4.117
O -0.248 -3.250 3.166
C -1.337 -4.133 3.551
C -2.619 -3.535 3.030
O -2.469 -3.259 1.672
C -3.726 -3.248 1.029
H 0.472 -2.812 5.075
H 1.679 -2.728 3.758
H 1.089 -4.235 4.405
H -1.454 -4.311 4.620
H -1.297 -5.117 3.084
H -2.723 -2.578 3.541
H -3.514 -4.128 3.219
H -4.242 -4.200 1.148
H -3.577 -3.092 -0.040
H -4.264 -2.393 1.437
C -1.795 1.871 -2.597
O -0.752 1.716 -1.709
C 0.472 1.549 -2.403
C 1.583 1.816 -1.436
O 1.287 1.091 -0.252
C 2.480 0.633 0.443
H -2.714 1.646 -2.055
H -1.913 1.153 -3.409
H -1.832 2.832 -3.110
H 0.539 2.328 -3.163
H 0.514 0.604 -2.945
H 1.843 2.851 -1.217
H 2.482 1.391 -1.882
H 2.930 -0.184 -0.121
H 2.265 0.314 1.462
H 3.268 1.384 0.514
C 0.683 3.526 1.916
O -0.351 2.750 1.347
C -1.440 3.580 0.989
C -2.758 2.820 1.170
O -2.660 1.536 0.522
C -3.913 0.830 0.720
H 1.429 2.910 2.419
H 0.284 4.225 2.652
H 1.194 4.033 1.098
H -1.261 3.989 -0.006
H -1.583 4.427 1.660
H -3.587 3.290 0.641
H -2.939 2.740 2.242
H -4.769 1.361 0.305
H -4.094 0.573 1.764
H -3.893 -0.081 0.122
```

Mulliken population analysis, charges in e, atoms 1 to 4: number 1, Mn, carries -0.412; number 2, Mn, carries 0.368; number 3, C, carries -1.295; number 4, C, carries 0.170